1.
Formula: C20H21N3O2
Source: the OMol25 dataset
Level of theory: ωB97M-V/def2-TZVPD

Each line ends with the natural charge from an NBO analysis.
Element x y z (Å)
O  1.196448  0.120925  -0.177789  -0.51
O  -1.304918  2.460611  -1.085398  -0.61
N  4.246102  -1.647596  0.320105  -0.37
N  3.339171  0.937264  -0.232098  -0.48
N  -1.370366  0.472413  0.027180  -0.64
C  -0.755496  1.518193  -0.560350  0.66
C  -4.567260  -1.284672  -0.441777  -0.22
C  6.505294  -0.867882  0.278451  -0.18
C  -2.233541  -1.995948  -1.026529  -0.64
C  2.975993  -1.398275  0.209236  0.19
C  1.992876  -2.507318  0.377994  -0.65
C  0.772136  1.438678  -0.490207  -0.16
C  5.125700  -0.626930  0.163732  0.06
C  5.595806  1.726565  -0.274467  -0.22
C  2.523546  -0.065444  -0.075325  0.48
C  4.667069  0.685185  -0.116061  0.20
C  -2.762380  0.216142  0.045156  0.17
C  -3.211600  -1.006429  -0.463489  -0.02
C  -6.949897  -0.681626  0.051582  -0.63
C  -5.483213  -0.374540  0.069224  0.00
C  -3.184566  2.420352  1.191884  -0.65
C  7.390302  0.165099  0.119514  -0.21
C  6.934723  1.462475  -0.156964  -0.20
C  -5.010908  0.823255  0.580832  -0.21
C  -3.658034  1.136297  0.590086  0.00
H  -7.366775  -0.445293  -0.927841  0.22
H  8.451790  -0.013784  0.206449  0.22
H  -5.711625  1.534441  0.994445  0.20
H  -2.336437  2.244538  1.852738  0.21
H  1.365546  -2.586801  -0.508579  0.23
H  6.832821  -1.873375  0.491481  0.23
H  -0.773995  -0.304036  0.280657  0.42
H  2.524766  -3.440235  0.538107  0.24
H  1.133026  2.140258  0.272070  0.22
H  5.225930  2.717391  -0.487196  0.22
H  1.347496  -2.305239  1.232106  0.22
H  -2.853021  3.098611  0.406211  0.26
H  -1.606520  -2.413524  -0.236499  0.21
H  -4.919409  -2.226545  -0.838142  0.20
H  -7.479718  -0.092167  0.795652  0.22
H  -1.584252  -1.520411  -1.760847  0.22
H  -3.982117  2.896289  1.756242  0.21
H  7.653821  2.259217  -0.277977  0.22
H  1.191780  1.757661  -1.450066  0.22
H  -7.127167  -1.737474  0.244707  0.22
H  -2.758908  -2.816301  -1.508227  0.22

Atoms 1-3, force components in eV/Å:
O -0.09 -0.31 0.05
O 0.08 0.14 -0.12
N -0.34 -0.25 0.03

The value obtained for the energy above the lowest of the compared OMol25 structures with the same formula, charge and spin is 15.4 kcal per mole. Its largest force on an atom is 1.13 eV Å⁻¹. The structure (SMILES) is Cc1cc(C)c(NC(=O)COc2nc3ccccc3nc2C)c(C)c1. As for the total energy: -29647.5629 eV.

***

2.
Formula: C4H8O2
Source: the OMol25 dataset
Level of theory: ωB97M-V/def2-TZVPD

Each line ends with the natural charge from an NBO analysis.
Element x y z (Å)
O  2.451745  3.992750  -2.200453  -0.94
O  -0.152062  0.347220  0.472475  -0.68
C  -1.053968  -0.683798  0.633139  0.26
C  0.453110  -2.620505  0.242497  -0.38
C  -0.440395  -1.992597  0.990616  -0.23
C  -2.338275  -0.388206  0.598767  -0.48
H  3.135361  3.738883  -2.827384  0.47
H  0.820187  -2.303787  -0.727170  0.19
H  0.629408  -0.022005  0.042780  0.48
H  2.853866  4.245839  -1.365638  0.47
H  -3.125315  -1.112396  0.738988  0.21
H  0.893487  -3.550217  0.564949  0.20
H  -0.746900  -2.423289  1.931203  0.22
H  -2.582995  0.655104  0.366139  0.22

Atoms 1-3, force components in eV/Å:
O -0.44 -0.03 -0.14
O 0.13 -0.19 -0.41
C 0.46 0.02 0.46

The value obtained for the energy above the lowest of the compared OMol25 structures with the same formula, charge and spin is 52.5 kcal per mole. Its largest force on an atom is 0.79 eV Å⁻¹. The structure (SMILES) is C=CC(=C)O.O. As for the total energy: -8371.0042 eV.

***

3.
Formula: C6H10N5
Source: the OMol25 dataset
Level of theory: ωB97M-V/def2-TZVPD

Each line ends with the natural charge from an NBO analysis.
Element x y z (Å)
N  2.886441  -0.760199  -0.161294  -1.10
N  -1.629780  -1.894916  0.207543  -0.52
N  -3.926985  -0.928550  0.006838  -0.45
N  0.139585  -0.423398  0.181878  -0.53
N  -3.332378  1.220910  -0.107962  -0.51
C  -2.120869  0.481137  -0.066438  0.04
C  0.005337  1.974893  -0.160660  -0.44
C  -0.341472  -1.657553  0.264889  0.37
C  -0.660797  0.848254  -0.026337  0.15
C  -4.355158  0.308955  -0.055623  0.23
C  -2.525044  -0.833641  -0.034295  0.24
H  -5.458735  0.550727  0.024128  0.24
H  1.174926  -0.224067  0.323591  0.48
H  3.416768  -1.551532  0.188642  0.38
H  -0.563391  2.835671  -0.485449  0.23
H  -2.199530  -2.751343  0.379681  0.47
H  -3.444108  2.270487  -0.016146  0.45
H  3.423585  0.053477  0.176600  0.38
H  3.298190  -0.725445  -1.140484  0.39
H  0.393943  -2.352640  0.697906  0.25
H  1.070965  1.997454  -0.278195  0.22

Atoms 1-3, force components in eV/Å:
N 2.11 0.91 -1.74
N -2.49 -0.53 -0.61
N 1.77 -0.37 -0.26

The value obtained for the energy above the lowest of the compared OMol25 structures with the same formula, charge and spin is 0.0 kcal per mole. Its largest force on an atom is 2.88 eV Å⁻¹. As for the total energy: -13828.0235 eV. The net charge is +1.

***

Q: The lowest energy above the lowest of the compared OMol25 structures with the same formula, charge and spin belongs to which entry?
A: C6H10N5

***

Q: The lowest energy above the lowest of the compared OMol25 structures with the same formula, charge and spin belongs to which entry?
A: C6H10N5

***

Q: Among the records above, which one has the highest energy above the lowest of the compared OMol25 structures with the same formula, charge and spin?
A: C4H8O2

***

Q: The lowest energy above the lowest of the compared OMol25 structures with the same formula, charge and spin belongs to which entry?
A: C6H10N5